[1]
A single C4H10O2 molecule, computed with ωB97M-V/def2-TZVPD.

Geometry (Å):
C 1.524 1.814 -0.307
C 1.137 0.343 -0.501
O 0.350 -0.193 0.573
C -0.406 -1.408 0.312
C -1.900 -1.085 0.555
O -2.048 0.230 0.092
H 0.660 2.487 -0.283
H 2.140 2.124 -1.164
H 2.123 1.989 0.593
H 2.057 -0.248 -0.588
H 0.574 0.258 -1.439
H -0.019 -2.183 0.979
H -0.295 -1.727 -0.733
H -2.184 -1.187 1.618
H -2.577 -1.753 -0.003
H -1.171 0.591 0.352

Values from the calculation:
- Kohn-Sham gap (eV) = 10.99
- LUMO (eV) = 1.08
- E (eV) = -8404.1471
- charge = 0
- ΔE to the lowest compared entry with this formula, charge and spin (kcal/mol) = 32.3



[2]
3 unconnected molecules or ions with the total composition C4H10O2, computed with ωB97M-V/def2-TZVPD.

Geometry (Å):
C 0.316 -1.053 -0.194
C -3.129 0.513 0.118
O 1.938 1.749 0.339
C -1.798 0.255 0.003
C -1.150 -0.962 -0.185
H 0.664 -0.015 -0.106
H 0.793 -1.556 0.643
H 0.789 -1.439 -1.090
H -3.457 1.546 0.225
H -3.836 -0.311 0.025
H 2.613 2.417 0.462
H -1.109 1.122 0.107
H -1.788 -1.859 -0.295
H 3.835 -0.711 -0.089
H 2.438 0.869 0.149
O 2.881 -0.565 -0.112

Values from the calculation:
- Kohn-Sham gap (eV) = 3.95
- LUMO (eV) = -3.37
- E (eV) = -8399.8926
- charge = 0
- ΔE to the lowest compared entry with this formula, charge and spin (kcal/mol) = 130.4



[3]
A single C4H10O2 molecule, computed with ωB97M-V/def2-TZVPD.

Geometry (Å):
C -0.862 -1.655 -1.444
O -0.957 -0.414 -0.800
C 0.268 0.266 -0.695
C 0.287 1.106 0.583
C -0.117 0.272 1.780
O 1.606 1.583 0.815
H -0.639 -1.547 -2.514
H -0.078 -2.282 -0.990
H -1.828 -2.154 -1.328
H 0.426 0.901 -1.582
H 1.108 -0.442 -0.640
H -0.408 1.953 0.478
H -0.206 0.896 2.674
H 0.647 -0.493 1.957
H -1.071 -0.215 1.577
H 1.824 2.227 0.130

Values from the calculation:
- Kohn-Sham gap (eV) = 10.74
- LUMO (eV) = 0.93
- E (eV) = -8404.3940
- charge = 0
- ΔE to the lowest compared entry with this formula, charge and spin (kcal/mol) = 26.6



[4]
2 unconnected molecules or ions with the total composition C4H10O2, computed with ωB97M-V/def2-TZVPD.

Geometry (Å):
C -2.104 -0.424 -0.519
C -1.272 0.120 0.645
C -0.025 -0.605 1.072
O 1.047 -0.451 -0.538
C 1.816 0.743 -0.326
O 2.999 0.703 -1.044
H -3.030 0.145 -0.664
H -1.533 -0.388 -1.453
H -2.376 -1.471 -0.336
H -1.080 1.195 0.515
H -1.860 0.062 1.579
H -0.219 -1.677 0.848
H 1.650 -1.186 -0.341
H 2.058 0.814 0.735
H 1.148 1.557 -0.625
H 2.794 0.792 -1.984

Values from the calculation:
- Kohn-Sham gap (eV) = 8.36
- LUMO (eV) = 0.61
- E (eV) = -8401.0219
- charge = 0
- ΔE to the lowest compared entry with this formula, charge and spin (kcal/mol) = 104.4